Record 1
{
  "formula": "C28H24FN7O3SeV",
  "method": "ωB97M-V with the def2-TZVPD basis set",
  "species": ["Se", "V", "F", "O", "O", "O", "N", "N", "N", "N", "N", "N", "N", "C", "C", "C", "C", "C", "C", "C", "C", "C", "C", "C", "C", "C", "C", "C", "C", "C", "C", "C", "C", "C", "C", "C", "C", "C", "C", "C", "C", "H", "H", "H", "H", "H", "H", "H", "H", "H", "H", "H", "H", "H", "H", "H", "H", "H", "H", "H", "H", "H", "H", "H", "H"],
  "coordinates": [[-6.9695, -4.6608, 2.0332], [-3.4268, 1.3803, -0.1440], [1.8570, -2.5753, -0.9192], [-1.8088, 0.6903, -0.1758], [-3.0913, 3.0120, -0.2906], [-1.9057, 4.7367, 0.6160], [-4.7072, 0.2020, -1.0636], [-4.4180, 0.9573, 1.5076], [-6.3417, -3.2539, 2.9077], [-6.5812, -3.9990, 0.4358], [6.8288, -2.3830, -0.5459], [1.7283, 2.8588, -0.1833], [4.2907, -1.1610, -1.0565], [-4.3685, 1.4485, 2.7527], [-4.8374, 0.7087, 3.8314], [-6.0421, -2.8196, 0.6412], [-4.9349, -0.0591, -2.3621], [0.5701, 3.4707, -0.0098], [5.8801, -3.0186, -1.5256], [0.6606, -0.6627, -0.5191], [3.6607, 3.6472, 1.1981], [0.5719, 0.7407, -0.3401], [6.6768, -0.8660, -0.4948], [1.7880, 1.4779, -0.3570], [-1.8354, 3.6584, 0.1780], [1.8533, -1.2573, -0.7265], [-4.9314, -0.2916, 1.2841], [-5.0780, -0.7068, -0.1089], [5.5168, -0.4235, -1.3727], [-5.5350, -1.2465, -2.7541], [-5.3597, -1.1022, 2.3246], [-0.6375, 1.4203, -0.1886], [-5.3129, -0.5717, 3.6248], [4.4409, -2.6300, -1.2246], [2.9701, 3.7042, -0.1487], [-0.6510, 2.8004, -0.0270], [-5.8727, -2.1900, -1.7997], [-5.9101, -2.4099, 1.9991], [-5.6383, -1.9302, -0.4383], [3.1089, -0.5412, -0.7830], [3.0099, 0.8395, -0.5579], [3.9015, 1.4379, -0.5331], [4.1014, -3.1393, -0.3240], [6.2067, -2.7206, -2.5188], [5.3985, 0.6438, -1.2337], [6.5283, -0.5980, 0.5486], [3.9553, 2.6336, 1.4699], [0.5951, 4.5441, 0.1329], [-5.6743, -1.1743, 4.4499], [5.7526, -0.5569, -2.4303], [3.0230, 4.0447, 1.9871], [3.8494, -2.9966, -2.0623], [-4.6393, 0.6996, -3.0759], [-5.7309, -1.4171, -3.8037], [4.5563, 4.2662, 1.1548], [3.5984, 3.3777, -0.9749], [-0.2248, -1.2824, -0.5180], [6.6784, -2.7816, 0.3827], [7.6103, -0.4278, -0.8410], [-6.3388, -3.1269, -2.0822], [-3.9686, 2.4474, 2.8716], [7.7897, -2.6286, -0.7958], [2.6429, 4.7114, -0.3964], [-4.8213, 1.1477, 4.8193], [5.9926, -4.0980, -1.4433]],
  "atomic_forces_ev_per_a": [[0.07, 0.04, -0.02], [-0.41, -0.32, -0.09], [0.02, -0.01, 0.03], [1.00, 0.32, 0.06], [0.12, 0.46, 0.17], [0.01, -0.04, -0.02], [0.08, -0.18, 0.02], [0.10, -0.25, 0.04], [-0.06, -0.06, -0.20], [-0.03, 0.06, 0.21], [-0.04, 0.04, -0.03], [0.01, 0.02, 0.08], [-0.02, 0.03, 0.05], [-0.03, -0.01, -0.03], [0.01, 0.04, -0.03], [0.00, -0.04, -0.35], [-0.03, 0.02, 0.05], [0.05, -0.07, -0.06], [0.11, 0.02, 0.06], [-0.08, 0.09, 0.02], [0.03, 0.02, 0.02], [0.18, -0.05, -0.09], [0.06, -0.16, 0.02], [0.08, 0.10, -0.02], [-0.19, -0.03, -0.20], [0.19, 0.00, -0.03], [-0.06, -0.01, -0.24], [-0.03, 0.13, 0.27], [-0.04, 0.02, 0.01], [0.00, 0.04, 0.00], [-0.13, 0.00, 0.11], [-0.63, -0.48, 0.04], [0.00, -0.03, 0.01], [-0.03, 0.06, -0.04], [-0.15, -0.08, -0.14], [0.11, 0.25, 0.09], [0.02, 0.00, 0.00], [0.06, 0.15, 0.31], [-0.19, -0.05, -0.11], [-0.02, -0.08, -0.10], [-0.07, -0.03, 0.00], [-0.01, 0.01, 0.00], [0.00, 0.00, 0.02], [-0.03, -0.01, -0.01], [0.00, -0.01, 0.02], [-0.03, 0.04, -0.01], [0.01, 0.01, 0.01], [-0.01, 0.00, 0.01], [0.01, 0.00, 0.00], [0.01, 0.01, -0.01], [-0.01, 0.00, -0.01], [-0.04, 0.00, 0.02], [0.01, -0.01, -0.01], [0.00, -0.01, 0.00], [0.00, -0.01, 0.02], [0.02, 0.01, 0.01], [-0.01, 0.01, 0.01], [-0.01, 0.01, 0.03], [-0.02, 0.04, 0.00], [0.00, 0.00, 0.00], [0.01, -0.01, 0.02], [0.01, -0.02, -0.01], [0.04, 0.02, 0.06], [0.01, 0.00, 0.00], [-0.04, -0.01, -0.03]],
  "mulliken_spin": [0.00, 1.01, 0.00, 0.02, -0.03, 0.00, 0.00, -0.04, 0.00, 0.00, 0.00, 0.00, 0.00, 0.02, -0.01, 0.00, 0.00, 0.00, 0.00, 0.00, 0.00, -0.02, 0.00, 0.00, 0.01, 0.00, -0.01, -0.01, 0.00, 0.00, -0.01, 0.01, 0.02, 0.00, 0.00, 0.02, 0.00, 0.00, 0.00, 0.00, 0.00, 0.00, 0.00, 0.00, 0.00, 0.00, 0.00, 0.00, 0.00, 0.00, 0.00, 0.00, -0.01, 0.00, 0.00, 0.00, 0.00, 0.00, 0.00, 0.00, 0.00, 0.00, 0.00, 0.00, 0.00],
  "total_charge": 4,
  "homo_ev": [-18.316, -18.333],
  "orbital_gap_ev": [5.316, 5.874],
  "multiplicity": 2
}



Record 2
{
  "formula": "C28H24IO18Si",
  "method": "ωB97M-V with the def2-TZVPD basis set",
  "species": ["I", "Si", "O", "O", "O", "O", "O", "O", "O", "O", "O", "O", "O", "O", "O", "O", "O", "O", "O", "O", "C", "C", "C", "C", "C", "C", "C", "C", "C", "C", "C", "C", "C", "C", "C", "C", "C", "C", "C", "C", "C", "C", "C", "C", "C", "C", "C", "C", "H", "H", "H", "H", "H", "H", "H", "H", "H", "H", "H", "H", "H", "H", "H", "H", "H", "H", "H", "H", "H", "H", "H", "H"],
  "coordinates": [[0.6955, -0.5060, -1.1734], [0.4108, -3.7883, -3.2746], [2.9154, -2.9551, -2.6795], [-7.5005, 0.1807, -6.0619], [3.5224, 1.6213, 3.2185], [-1.5999, 0.4149, 4.6361], [1.9566, -4.3327, -1.1385], [-7.0052, 2.6815, -5.7361], [0.2259, -2.9215, 5.9188], [4.1446, 5.4241, -3.8110], [-0.5150, 4.7848, -3.8981], [-0.8198, 0.0791, 2.2311], [2.7399, 1.9091, 5.6619], [-3.0061, 1.7959, -3.4326], [2.1330, -1.5298, 4.8826], [-3.4834, -0.7199, -3.7775], [5.0174, -2.4808, 8.4746], [4.4075, 2.8828, -3.7385], [-0.2481, 2.2053, -3.7788], [3.1209, -3.8839, 9.4958], [1.5375, -3.4972, 7.7838], [-0.6854, -2.2267, -3.3039], [3.0142, 4.7366, -3.8074], [3.2403, 3.2330, -3.7551], [0.0599, 0.5180, 2.9499], [-6.1524, 1.9555, -5.2508], [-4.3388, 0.0027, -4.2482], [2.2609, 1.2984, 3.4623], [2.0201, -3.6908, -2.2099], [-5.5256, -0.4521, -4.9414], [-4.9752, 2.4115, -4.5542], [1.7920, 5.2842, -3.8484], [2.4321, -2.0444, 5.9443], [-6.3810, 0.4644, -5.4128], [0.6427, 4.4059, -3.8450], [1.8689, 1.4988, 4.9112], [-0.3390, 0.7397, 4.3997], [1.3488, -2.8775, 6.6077], [3.8969, -2.5276, 7.7723], [2.8181, -3.3666, 8.4327], [0.5149, 1.2025, 5.3217], [-1.6002, -2.5092, -0.9303], [1.4092, 0.8325, 2.5391], [3.7119, -1.9062, 6.5997], [-0.9988, -1.5679, -1.9646], [0.8683, 2.9095, -3.7752], [2.0927, 2.3608, -3.7275], [-4.1152, 1.4959, -4.0804], [-0.2820, -1.4843, -3.9944], [4.8514, -3.0300, 9.2681], [-2.6662, -2.6255, -1.1395], [-1.9455, 0.1103, 3.7681], [4.8515, 4.7437, -3.7783], [0.7289, -4.0452, -4.7136], [0.7720, -4.0916, 8.2615], [-1.1083, -3.4809, -0.9422], [-0.4764, -4.9133, -2.8511], [-1.6502, -2.5376, -3.7215], [1.6846, 0.6736, 1.5058], [4.4742, -1.3058, 6.1240], [-5.6806, -1.5157, -5.0539], [-1.6965, -0.7541, -2.1264], [0.2404, 1.3570, 6.3559], [2.2455, 1.2905, -3.6740], [1.6271, 6.3516, -3.8881], [-0.9956, 2.8348, -3.8093], [-1.5081, -2.1062, 0.0761], [0.3834, -2.4029, 5.1030], [3.8928, 1.9096, 4.0755], [-2.5519, 0.9542, -3.2153], [-7.9006, 1.0473, -6.2801], [-4.8196, 3.4749, -4.4383]],
  "atomic_forces_ev_per_a": [[0.26, 0.06, -0.03], [0.26, -0.17, -0.21], [-0.10, -0.26, 0.08], [-0.02, -0.10, -0.02], [0.03, -0.01, -0.10], [-0.02, 0.01, 0.11], [0.19, 0.07, -0.08], [0.00, 0.00, 0.01], [-0.08, -0.05, 0.04], [-0.01, 0.10, -0.01], [-0.01, -0.01, 0.00], [-0.05, 0.01, 0.07], [0.03, 0.00, -0.01], [0.06, 0.12, 0.03], [0.00, 0.02, -0.01], [-0.14, -0.01, -0.03], [0.08, 0.05, -0.04], [0.01, -0.02, -0.01], [-0.08, -0.12, -0.03], [0.00, 0.01, 0.01], [-0.03, -0.04, 0.07], [0.03, -0.01, 0.21], [0.03, -0.06, 0.01], [-0.11, 0.05, 0.04], [0.12, 0.00, -0.06], [0.03, 0.01, 0.01], [0.01, 0.03, -0.01], [-0.01, -0.03, 0.08], [-0.16, 0.26, 0.13], [0.01, -0.07, 0.02], [-0.02, 0.09, 0.00], [-0.06, 0.08, -0.01], [0.04, 0.01, 0.03], [0.01, 0.06, 0.01], [0.03, 0.06, 0.01], [-0.08, -0.05, 0.06], [0.00, -0.03, -0.05], [0.06, 0.02, -0.04], [-0.04, -0.03, 0.03], [-0.04, -0.01, -0.02], [0.02, 0.07, 0.09], [0.18, 0.12, 0.15], [-0.10, 0.05, -0.12], [0.02, 0.06, -0.06], [-0.31, -0.08, -0.15], [0.04, 0.02, -0.01], [0.10, -0.18, -0.04], [-0.03, -0.07, -0.04], [0.10, 0.00, -0.02], [-0.04, -0.02, 0.01], [0.00, -0.18, -0.13], [0.02, -0.01, -0.04], [0.00, -0.05, 0.00], [-0.12, 0.04, -0.01], [-0.01, 0.00, -0.02], [0.00, -0.03, 0.01], [-0.07, 0.04, -0.03], [-0.01, -0.02, -0.03], [0.01, -0.03, 0.04], [0.01, -0.01, 0.01], [-0.01, 0.01, -0.01], [-0.03, 0.12, 0.05], [-0.01, -0.01, -0.01], [-0.01, 0.01, 0.03], [0.01, 0.00, 0.00], [0.04, 0.07, 0.01], [-0.04, 0.07, 0.04], [0.04, 0.01, -0.02], [-0.02, 0.00, 0.04], [-0.03, -0.05, -0.03], [0.01, 0.04, 0.01], [0.02, -0.01, 0.00]],
  "lowdin_charge": [0.96, 0.68, -0.16, 0.11, 0.12, 0.11, -0.15, 0.09, 0.13, 0.11, 0.10, 0.08, 0.09, 0.11, 0.12, 0.11, 0.11, 0.10, 0.08, 0.09, 0.07, -0.42, -0.24, -0.30, -0.31, -0.31, -0.29, -0.24, -0.91, 0.08, 0.07, 0.06, -0.29, -0.24, -0.31, -0.33, -0.24, -0.22, -0.23, -0.31, 0.06, -0.16, 0.07, 0.08, -0.84, -0.23, 0.07, -0.21, 0.06, 0.12, 0.08, 0.12, 0.12, -0.06, 0.13, 0.05, -0.05, 0.05, 0.08, 0.14, 0.14, 0.01, 0.13, 0.12, 0.13, 0.10, 0.05, 0.12, 0.11, 0.11, 0.11, 0.14],
  "total_charge": -1,
  "homo_ev": -3.787,
  "orbital_gap_ev": 3.761,
  "multiplicity": 1
}



Record 3
{
  "formula": "C28H24N2O11P3Ta",
  "method": "ωB97M-V with the def2-TZVPD basis set",
  "species": ["Ta", "P", "P", "P", "O", "O", "O", "O", "O", "O", "O", "O", "O", "O", "O", "N", "N", "C", "C", "C", "C", "C", "C", "C", "C", "C", "C", "C", "C", "C", "C", "C", "C", "C", "C", "C", "C", "C", "C", "C", "C", "C", "C", "C", "C", "H", "H", "H", "H", "H", "H", "H", "H", "H", "H", "H", "H", "H", "H", "H", "H", "H", "H", "H", "H", "H", "H", "H", "H"],
  "coordinates": [[0.4451, 1.3503, 0.4231], [-1.7701, 0.0540, -0.6321], [-1.5895, 2.4245, 2.2995], [0.4812, 0.7893, 3.2742], [-1.2307, 2.5169, 0.8184], [0.6344, 1.0014, -3.3454], [0.4329, 0.1513, 1.8606], [0.8266, -0.3413, -0.7184], [-2.4372, 3.4144, 2.9429], [-0.1153, 0.0832, 4.4025], [0.3058, 2.0238, -1.3767], [2.0305, 1.1238, 3.4566], [-0.1249, 2.2789, 3.0571], [1.3046, 2.9581, 0.9068], [-2.1392, 0.9092, 2.4442], [3.0230, -0.4028, -0.1433], [2.6990, 0.8145, 0.4114], [3.4957, 5.3522, 2.5076], [2.0046, -0.9173, -0.7428], [-4.2315, 1.1433, 0.2368], [-5.6144, 1.1783, 0.3380], [-5.7729, -0.7400, -1.0935], [-1.6018, -2.4678, -2.0083], [2.3632, 4.7923, 1.9526], [2.3979, 3.5016, 1.4268], [-1.3136, -2.4377, 0.3744], [-3.6051, 0.1503, -0.5140], [3.1451, -4.3312, -1.8263], [1.9452, -3.2933, -3.6332], [2.9313, -3.2130, -1.0380], [-6.3860, 0.2327, -0.3173], [-1.5236, 0.8318, -2.3054], [2.6575, -4.3695, -3.1257], [4.6944, 4.6425, 2.5514], [-4.3917, -0.7826, -1.1899], [1.6972, -2.1853, -2.8393], [2.1984, -2.1433, -1.5413], [-1.5525, -1.7550, -0.8190], [-1.1632, -4.5134, -0.8201], [-0.0781, 1.2885, -2.4217], [-1.1107, -3.8071, 0.3738], [3.6031, 2.7806, 1.4667], [-1.4195, -3.8439, -2.0048], [4.7394, 3.3672, 2.0341], [3.6891, 1.4556, 0.9224], [-2.3687, 0.7123, 3.3690], [-7.4645, 0.2504, -0.2269], [-0.9085, -4.3222, 1.3042], [-1.2715, -1.8830, 1.3057], [-1.7754, -1.9637, -2.9515], [1.4262, 5.3336, 1.9182], [-1.8015, 0.1864, -3.1333], [2.8496, -5.2342, -3.7486], [5.6599, 2.7958, 2.0642], [-6.3690, -1.4770, -1.6162], [1.1709, -1.3231, -3.2270], [3.7034, -5.1707, -1.4323], [5.5794, 5.0892, 2.9834], [4.6542, 0.9547, 0.9177], [-2.1577, 1.7207, -2.3032], [-3.6445, 1.8978, 0.7361], [3.3227, -3.1506, -0.0309], [3.4521, 6.3524, 2.9185], [-1.0019, -5.5838, -0.8255], [-1.4637, -4.3893, -2.9384], [1.5840, -3.3120, -4.6540], [2.2688, 1.0602, 4.3948], [-3.9256, -1.5521, -1.7881], [-6.0923, 1.9418, 0.9382]],
  "atomic_forces_ev_per_a": [[1.20, 0.85, -4.26], [-0.73, -0.58, -0.93], [-0.92, -0.05, 1.32], [0.34, 0.42, 2.03], [0.19, -0.32, 0.41], [-0.04, 0.28, 0.19], [-0.11, -1.58, 1.89], [0.15, -0.07, 0.20], [0.12, 0.25, -0.14], [-0.05, -0.18, -0.17], [-0.08, 0.27, -0.89], [-0.21, -0.19, 0.27], [-0.30, -0.61, -0.26], [0.39, 0.76, 0.41], [-0.07, 0.40, 0.29], [0.41, -0.49, -0.19], [-0.64, 0.44, 0.32], [0.13, -0.04, 0.03], [0.23, 0.31, 0.24], [0.04, 0.02, -0.11], [-0.05, 0.05, 0.02], [-0.01, 0.01, 0.00], [0.02, 0.07, -0.05], [-0.39, -0.07, -0.14], [0.85, 0.25, 0.26], [-0.01, 0.08, -0.01], [0.13, 0.20, 0.27], [0.03, -0.04, 0.01], [-0.08, 0.01, -0.06], [-0.07, 0.11, 0.07], [-0.03, -0.05, -0.03], [0.31, -0.09, 0.36], [0.03, -0.03, -0.01], [0.00, 0.06, 0.03], [0.04, 0.02, 0.02], [0.07, 0.06, 0.10], [-0.17, -0.11, -0.09], [0.13, 0.20, 0.24], [0.00, -0.03, 0.02], [-0.34, -0.41, -0.88], [-0.02, -0.02, 0.02], [-0.20, 0.23, 0.06], [0.03, 0.00, -0.08], [-0.01, -0.10, -0.05], [-0.12, -0.19, -0.20], [-0.01, -0.03, -0.21], [0.01, 0.02, 0.00], [-0.01, 0.01, 0.00], [0.03, -0.03, 0.01], [0.02, 0.01, 0.01], [0.02, 0.00, 0.01], [-0.01, 0.04, -0.05], [-0.02, 0.00, 0.01], [0.00, 0.00, -0.03], [0.00, 0.01, -0.01], [-0.07, -0.03, -0.04], [0.00, 0.01, 0.00], [-0.01, -0.01, 0.01], [0.01, 0.00, -0.06], [-0.06, -0.02, 0.03], [-0.10, 0.00, -0.01], [0.02, -0.05, -0.01], [-0.04, 0.00, -0.03], [0.00, 0.01, 0.00], [0.02, -0.01, -0.01], [0.00, -0.01, 0.02], [0.01, 0.04, -0.20], [-0.04, -0.06, 0.03], [0.05, 0.03, 0.00]],
  "nbo_charge": [2.33, 0.99, 2.54, 2.56, -1.08, -0.57, -1.06, -0.78, -1.06, -1.08, -0.75, -0.99, -1.06, -0.75, -1.01, -0.38, -0.35, -0.16, 0.58, -0.21, -0.20, -0.21, -0.21, -0.27, 0.43, -0.14, -0.26, -0.22, -0.20, -0.18, -0.20, -0.82, -0.20, -0.24, -0.22, -0.20, -0.04, -0.36, -0.20, 0.84, -0.22, -0.20, -0.19, -0.14, 0.19, 0.53, 0.22, 0.22, 0.22, 0.21, 0.24, 0.25, 0.21, 0.22, 0.22, 0.24, 0.21, 0.22, 0.21, 0.27, 0.22, 0.22, 0.22, 0.22, 0.22, 0.21, 0.53, 0.22, 0.22],
  "homo_ev": -8.703,
  "orbital_gap_ev": 7.925,
  "multiplicity": 1
}